1.
{"formula": "C5H15NOS", "method": "ωB97M-V/def2-TZVPD", "elements": ["C", "N", "C", "C", "C", "S", "C", "H", "H", "H", "H", "H", "H", "H", "H", "H", "H", "H", "H", "H", "H", "H", "O"], "xyz": [[-0.1439, 3.4379, 0.5383], [-1.0215, 2.3068, 0.6632], [-0.6103, 1.1070, -0.3141], [-1.1530, -0.2176, 0.2603], [-0.1996, -1.3952, -0.0156], [-0.2756, -3.0185, 0.8601], [-1.1514, 1.2720, -1.8624], [-0.5469, 4.5095, 0.9380], [-0.0475, 3.8393, -0.5223], [0.9059, 3.1119, 0.8677], [-1.9448, 2.5678, 0.3278], [0.4418, 0.9532, -0.4235], [-2.2082, -0.1112, -0.0736], [-1.4620, -0.1254, 1.3134], [0.7570, -1.0664, 0.0729], [-0.4210, -1.6982, -0.9677], [0.9044, -3.5336, 0.9317], [-1.2543, 2.3717, -2.0849], [-2.0592, 0.8136, -2.2534], [-0.3702, 1.0408, -2.5735], [4.6473, -5.1356, 1.7947], [3.1694, -5.5775, 1.3224], [4.0435, -5.4523, 1.2004]], "charge": 0, "smiles": "CN[C@H](C)CCS.O", "orbital_gap_ev": 9.618}

2.
{"formula": "C16H9Cl5N3O4S2V", "method": "ωB97M-V/def2-TZVPD", "elements": ["V", "N", "C", "C", "C", "C", "C", "N", "C", "C", "C", "C", "C", "N", "H", "H", "H", "H", "H", "H", "H", "H", "H", "Cl", "C", "C", "Cl", "C", "Cl", "C", "O", "C", "Cl", "C", "Cl", "O", "S", "O", "O", "S"], "xyz": [[-0.7408, -1.1761, 0.0999], [0.4392, 0.1526, -2.7876], [0.7780, -1.1851, -2.6030], [1.0197, -1.9683, -3.7345], [1.3584, -3.2894, -3.5530], [1.4816, -3.7922, -2.2609], [1.1850, -2.9579, -1.2058], [0.7964, -1.6821, -1.3712], [0.7734, 1.2259, -1.9682], [0.2367, 2.4875, -2.2618], [0.5917, 3.5401, -1.4498], [1.4390, 3.3175, -0.3692], [1.9187, 2.0358, -0.1803], [1.6210, 1.0068, -0.9757], [-0.0399, 0.3741, -3.6421], [0.9460, -1.5265, -4.7186], [1.5409, -3.9245, -4.4106], [1.7613, -4.8170, -2.0673], [1.2056, -3.3090, -0.1832], [-0.4555, 2.6161, -3.0835], [0.1846, 4.5261, -1.6347], [1.7083, 4.1084, 0.3163], [2.5741, 1.8078, 0.6525], [-1.9733, 3.4610, 5.4019], [-1.3212, 2.2482, 4.3556], [-1.6278, 2.2442, 2.9975], [-2.6597, 3.4686, 2.3439], [-1.0977, 1.2709, 2.1736], [-1.4815, 1.2830, 0.4676], [-0.2252, 0.2490, 2.6230], [0.2908, -0.6188, 1.8465], [0.0585, 0.2892, 4.0138], [1.1238, -0.9233, 4.6241], [-0.4719, 1.2579, 4.8480], [-0.0718, 1.2530, 6.5320], [-1.2438, -3.2598, 0.4296], [-2.6606, -2.7308, 0.3569], [-2.6253, -1.5560, 1.2825], [-3.6914, -3.7012, 0.5816], [-2.6454, -1.8056, -1.4859]], "charge": -1, "spin_multiplicity": 4, "orbital_gap_ev": [6.798, 7.333]}

| no. | strongest force on any atom (eV Å⁻¹) |
| --- | --- |
| 1 | 5.461 |
| 2 | 0.750 |